[1]
14
Properties=species:S:1:pos:R:3 method="wB97M-V/def2-TZVPD" de_lowest_ev=4.209 lumo_ev=-3.85 spin_multiplicity=1 charge=+1 largest_force_ev_per_a=5.58 gap_ev=9.6
C -0.57053 0.34748 1.28854
N 0.45197 -0.13039 0.45871
C 0.20963 -0.61814 -0.83362
N 0.66043 0.75099 -0.67379
C 2.03003 0.92532 -1.03493
N 2.74340 0.13545 -0.35991
I 4.70919 -0.00483 -0.09338
H -1.53144 -0.17694 0.91566
H -0.29815 0.01028 2.23332
H -0.77024 1.38077 1.03029
H 1.49378 -0.57780 0.79894
H -0.85836 -0.93002 -1.14702
H 0.98730 -1.14720 -1.39541
H 2.09698 1.77432 -1.68524



[2]
13
Properties=species:S:1:pos:R:3 method="wB97M-V/def2-TZVPD" de_lowest_ev=4.924 lumo_ev="-5.43 / -4.38" spin_multiplicity=1 charge=+1 largest_force_ev_per_a=5.17 gap_ev="7.2 / 8.7"
C -1.14451 0.44380 0.48812
C -0.50348 1.69755 -0.15425
C 1.14078 0.19294 -0.38714
N 0.07810 -0.40701 0.59174
O 0.77878 1.47805 -0.42573
I 3.07306 -0.32080 0.19573
H -1.48775 0.61901 1.41840
H -2.02202 0.21467 -0.23739
H 0.61119 -2.72322 -1.46907
H -1.13048 2.56976 -0.45463
H 0.41263 -2.03803 -1.47128
H 0.39839 -0.37869 1.53017
H -0.20470 -1.34804 0.37534



[3]
14
Properties=species:S:1:pos:R:3 method="wB97M-V/def2-TZVPD" de_lowest_ev=1.094 lumo_ev=0.25 spin_multiplicity=1 charge=0 largest_force_ev_per_a=3.38 gap_ev=10.0
C 0.16876 1.57754 -0.40810
C -1.38897 -1.18708 0.20610
C 0.98234 0.72737 0.49248
O 1.12906 -1.94768 0.90081
O 0.54139 -1.18327 -1.40359
S 0.47519 -1.03497 0.02609
I 3.08561 0.59934 0.11262
H 0.31366 1.40105 -1.54806
H -0.91654 1.30662 -0.08659
H 0.20305 2.70630 -0.33353
H -1.68872 -2.21342 0.27831
H -1.85674 -0.72260 0.97214
H -1.91829 -0.97003 -0.75267
H 0.87022 0.94083 1.54401



[4]
22
Properties=species:S:1:pos:R:3 method="wB97M-V/def2-TZVPD" lumo_ev="-3.46 / -3.39" spin_multiplicity=2 charge=+1 largest_force_ev_per_a=4.18 gap_ev="2.8 / 9.2"
K 3.43942 0.17700 2.27354
K -0.69125 -4.54986 -1.44891
K 3.03273 -4.39376 1.01872
O 0.26567 -0.24722 0.97573
C 0.80365 -1.43780 0.76376
O 1.76100 -1.81000 1.45882
O 0.30961 -2.14795 -0.10429
H -0.26056 -0.41683 0.19093
C 1.78080 1.68724 -1.32145
N 1.60289 2.99397 -2.04518
O 2.35349 3.02593 -2.94480
O 0.64034 3.71678 -1.74445
H 1.54777 1.96287 -0.29294
H 2.75878 1.22076 -1.44002
H 1.02584 0.91376 -1.46236
C -2.96790 0.06370 0.28442
N -2.79860 -0.31999 1.65258
O -2.89256 0.45957 2.55699
O -2.65527 -1.53987 1.84047
H -2.15397 -0.32652 -0.32660
H -2.98811 1.15316 0.31206
H -3.91367 -0.18503 -0.19699



[5]
11
Properties=species:S:1:pos:R:3 method="wB97M-V/def2-TZVPD" de_lowest_ev=0.983 lumo_ev=1.24 spin_multiplicity=1 charge=0 largest_force_ev_per_a=2.64 gap_ev=10.6
C 0.06511 -1.27148 0.47927
C -0.10073 0.24684 0.53217
C 0.44273 1.15508 -0.51447
N -0.96551 0.91687 -0.39950
H 0.32312 -1.53963 -0.57130
H 0.76325 -1.63690 1.20682
H -0.97324 -1.70910 0.61017
H -0.15737 0.58477 1.54462
H 1.04340 0.66505 -1.27914
H 0.80957 2.19391 -0.35866
H -1.25033 0.39459 -1.24996



[6]
11
Properties=species:S:1:pos:R:3 method="wB97M-V/def2-TZVPD" de_lowest_ev=2.520 lumo_ev=0.98 spin_multiplicity=1 charge=0 largest_force_ev_per_a=4.16 gap_ev=10.9
H -3.80749 -1.70147 -1.98554
H -4.46557 -1.56747 -2.23299
C 0.29025 2.34581 -1.21980
N -0.44568 1.77515 -0.52840
H 1.00645 2.86698 -1.86179
C 1.70197 -0.18214 1.33963
C 0.73939 -1.06881 1.14368
H 1.80754 0.83996 1.08661
H 2.59578 -0.49784 2.02376
H -0.18613 -0.71267 0.74416
H 0.76351 -2.09751 1.49068



[7]
11
Properties=species:S:1:pos:R:3 method="wB97M-V/def2-TZVPD" de_lowest_ev=1.086 lumo_ev=1.30 spin_multiplicity=1 charge=0 largest_force_ev_per_a=0.32 gap_ev=10.4
C -0.21606 -1.31697 0.40590
N 0.04977 -0.30935 -0.61289
C -0.57449 0.99279 -0.47838
C 0.87339 0.81292 -0.20767
H -0.87635 -0.96185 1.21947
H 0.73306 -1.65135 0.85118
H -0.68355 -2.19065 -0.06587
H -0.91493 1.46632 -1.39778
H -1.21222 1.17563 0.38784
H 1.61927 1.12671 -0.93575
H 1.20210 0.85580 0.83396



[8]
11
Properties=species:S:1:pos:R:3 method="wB97M-V/def2-TZVPD" de_lowest_ev=2.915 lumo_ev=0.97 spin_multiplicity=1 charge=0 largest_force_ev_per_a=4.17 gap_ev=10.3
C 2.32477 -0.64704 1.89357
C 2.87198 -1.30653 0.99540
H 2.48790 0.37059 2.07306
H 3.20062 -2.09112 0.33075
C -1.30574 0.08567 -1.00767
N -1.62639 1.31737 -0.29572
H -0.76989 0.35205 -1.94030
H -0.60871 -0.51950 -0.40819
H -2.16385 -0.54900 -1.29875
H -2.24006 1.89133 -0.87223
H -2.17064 1.09619 0.53009



Please write out number 1 again, unchanged.
14
Properties=species:S:1:pos:R:3 method="wB97M-V/def2-TZVPD" de_lowest_ev=4.209 lumo_ev=-3.85 spin_multiplicity=1 charge=+1 largest_force_ev_per_a=5.58 gap_ev=9.6
C -0.57053 0.34748 1.28854
N 0.45197 -0.13039 0.45871
C 0.20963 -0.61814 -0.83362
N 0.66043 0.75099 -0.67379
C 2.03003 0.92532 -1.03493
N 2.74340 0.13545 -0.35991
I 4.70919 -0.00483 -0.09338
H -1.53144 -0.17694 0.91566
H -0.29815 0.01028 2.23332
H -0.77024 1.38077 1.03029
H 1.49378 -0.57780 0.79894
H -0.85836 -0.93002 -1.14702
H 0.98730 -1.14720 -1.39541
H 2.09698 1.77432 -1.68524



What is the charge in the seventh record?
0